A molecular structure, C20H53N4O4P2RhSSb at a distorted geometry, computed with the ωB97M-V functional and the def2-TZVPD basis.

The geometry in XYZ format:
```
86
Properties=species:S:1:pos:R:3:nbo_charge:R:1
Rh -0.40 -0.54 -0.61 1.32
C 5.26 -0.43 1.10 -0.42
N 4.25 -0.49 0.05 -0.82
C 4.76 -0.68 -1.31 -0.41
P 2.74 0.11 0.32 2.54
O 1.81 -0.26 -0.79 -1.17
O 2.35 -0.51 1.73 -1.10
P 1.01 -1.31 2.24 2.52
O -0.21 -0.73 1.58 -1.14
N 1.32 -2.88 1.89 -0.81
C 2.68 -3.37 1.65 -0.41
C 0.28 -3.63 1.19 -0.41
N 1.00 -1.06 3.85 -0.80
C 0.23 0.04 4.43 -0.41
C 1.67 -1.95 4.79 -0.41
N 2.69 1.74 0.62 -0.81
C 3.08 2.29 1.93 -0.41
C 3.09 2.58 -0.51 -0.43
H 5.87 -1.34 1.06 0.23
H 4.80 -0.37 2.08 0.21
H 5.93 0.42 0.97 0.21
H 5.30 -1.62 -1.37 0.22
H 5.46 0.11 -1.59 0.21
H 3.94 -0.69 -2.02 0.22
H 3.41 -2.80 2.22 0.22
H 2.95 -3.31 0.59 0.20
H 2.74 -4.41 1.96 0.24
H -0.71 -3.36 1.58 0.22
H 0.43 -4.69 1.38 0.25
H 0.32 -3.47 0.11 0.17
H -0.28 0.61 3.65 0.21
H 0.89 0.72 4.98 0.22
H -0.51 -0.34 5.13 0.23
H 2.08 -2.81 4.28 0.22
H 0.96 -2.30 5.54 0.23
H 2.47 -1.42 5.31 0.22
H 2.80 1.61 2.72 0.22
H 2.55 3.23 2.08 0.21
H 4.15 2.50 1.99 0.21
H 2.70 2.16 -1.44 0.21
H 4.18 2.67 -0.60 0.22
H 2.69 3.58 -0.38 0.21
C -0.40 4.88 1.01 -0.64
C -0.16 4.43 -0.42 -0.65
Sb -0.73 2.35 -0.82 1.31
C -2.87 2.58 -0.48 -0.69
C -3.26 2.15 0.94 -0.64
C -0.46 2.12 -2.99 -0.67
C -0.31 3.47 -3.66 -0.64
H -0.12 5.93 1.10 0.26
H 0.20 4.32 1.73 0.21
H -1.45 4.81 1.29 0.22
H 0.87 4.57 -0.74 0.24
H -0.82 4.96 -1.12 0.25
H -3.36 2.00 -1.25 0.24
H -3.07 3.64 -0.64 0.26
H -2.99 1.11 1.13 0.19
H -4.33 2.28 1.11 0.25
H -2.75 2.76 1.69 0.23
H -1.37 1.61 -3.30 0.25
H 0.39 1.46 -3.14 0.24
H -1.18 4.11 -3.51 0.23
H -0.21 3.30 -4.73 0.27
H 0.58 4.01 -3.33 0.23
C -5.07 -0.18 -3.21 -0.62
C -5.37 -1.27 -2.17 -0.43
C -4.78 -1.03 -0.79 -0.52
S -2.95 -1.26 -0.61 1.19
O -2.29 -0.38 -1.68 -0.95
C -2.71 -2.99 -1.15 -0.59
C -1.58 -3.08 -2.17 -0.37
C -1.27 -4.53 -2.52 -0.61
H -5.56 -0.42 -4.15 0.26
H -4.01 -0.09 -3.40 0.20
H -5.45 0.79 -2.88 0.22
H -5.10 -2.25 -2.57 0.22
H -6.45 -1.30 -2.01 0.27
H -5.17 -1.73 -0.04 0.27
H -4.97 -0.02 -0.44 0.25
H -3.64 -3.38 -1.54 0.27
H -2.46 -3.53 -0.23 0.25
H -0.67 -2.59 -1.77 0.14
H -1.86 -2.53 -3.07 0.24
H -0.94 -5.10 -1.65 0.22
H -0.48 -4.57 -3.27 0.25
H -2.15 -5.02 -2.93 0.24
```

Values from the calculation:
Energy ... -74684.370 eV
Strongest force on any atom ... 0.044 hartree/bohr
LUMO (alpha / beta) ... -0.304 / -0.449 Eh
Total charge ... +3
Multiplicity ... 5
⟨S²⟩ ... 6.01



A molecular structure, C20H53O19S6Zn at a distorted geometry, computed with the ωB97M-V functional and the def2-TZVPD basis.

The geometry in XYZ format:
```
99
Properties=species:S:1:pos:R:3:mulliken_charge:R:1
Zn 0.79 0.00 2.10 1.31
C 1.22 -1.65 -2.14 -1.27
C 1.45 -1.59 -0.64 0.35
O 1.04 -0.40 0.01 0.06
H 1.76 -0.82 -2.59 0.33
H 0.17 -1.63 -2.40 0.07
H 1.61 -2.59 -2.53 0.41
H 2.51 -1.70 -0.45 -0.29
H 1.06 -2.53 -0.25 0.03
O -3.17 0.59 0.28 -0.61
S -2.58 0.57 1.65 0.71
O -1.15 0.31 1.90 0.41
O -3.06 2.02 2.40 -0.34
C -2.81 2.23 3.71 -0.11
C -2.20 3.60 3.74 -1.16
C -3.51 -0.70 2.71 -0.94
H -2.28 1.44 4.25 0.27
H -3.76 2.25 4.24 0.39
H -1.25 3.52 3.19 0.13
H -2.17 4.00 4.75 0.44
H -2.83 4.26 3.14 0.32
H -3.46 -1.73 2.36 0.30
H -4.55 -0.36 2.62 0.44
H -3.12 -0.54 3.71 0.31
O -4.90 -2.30 0.09 -0.58
S -4.04 -2.87 -0.93 1.10
O -4.27 -4.29 -1.34 -0.63
O -4.13 -1.94 -2.35 -0.26
C -4.11 -2.64 -3.60 -0.37
C -3.81 -1.71 -4.78 -0.94
C -2.24 -2.60 -0.44 -0.43
H -5.08 -3.13 -3.59 0.38
H -3.38 -3.44 -3.64 0.38
H -3.88 -2.30 -5.69 0.38
H -2.78 -1.41 -4.62 0.14
H -4.48 -0.85 -4.86 0.25
H -2.02 -1.53 -0.46 0.02
H -1.52 -3.12 -1.07 0.48
H -2.13 -3.02 0.56 0.00
O 1.29 2.08 1.56 -0.53
S 1.39 3.38 0.87 0.77
O 1.72 4.62 1.59 -0.64
O 2.53 3.27 -0.36 -0.24
C 2.96 4.50 -1.01 -0.42
C 4.31 4.97 -0.35 -1.04
C -0.06 3.71 -0.08 -0.45
H 2.18 5.27 -1.04 0.41
H 3.15 4.25 -2.05 0.35
H 4.12 5.19 0.70 0.27
H 4.65 5.85 -0.89 0.40
H 5.18 4.32 -0.48 0.21
H 0.23 4.56 -0.70 0.36
H -0.87 3.95 0.60 0.38
H -0.32 2.85 -0.71 -0.13
O -0.01 -2.06 2.49 0.07
S -0.59 -3.24 3.17 0.83
O -1.83 -3.93 2.80 -0.67
O 0.51 -4.47 3.23 -0.46
C 1.84 -4.18 3.25 0.73
C 2.51 -5.57 3.35 -1.60
C -0.52 -3.07 4.91 -1.09
H 2.09 -3.52 4.08 0.33
H 2.24 -3.72 2.35 -0.45
H 3.58 -5.42 3.48 0.41
H 2.37 -6.28 2.53 0.36
H 2.10 -6.17 4.16 0.43
H 0.35 -2.47 5.14 0.32
H -0.43 -4.05 5.38 0.40
H -1.51 -2.69 5.17 0.42
O -0.35 2.83 -5.76 -0.65
S -0.88 2.99 -4.40 1.24
O -0.55 4.13 -3.54 -0.55
O -2.50 2.98 -4.64 -0.34
C -3.05 1.93 -5.42 0.41
C -4.51 2.21 -5.83 -1.43
C -0.67 1.39 -3.40 -0.99
H -2.95 1.02 -4.84 -0.16
H -2.55 1.78 -6.37 0.31
H -4.62 3.04 -6.52 0.40
H -5.22 2.48 -5.05 0.35
H -4.89 1.32 -6.35 0.38
H -1.23 1.46 -2.47 0.23
H 0.36 1.20 -3.12 0.43
H -1.09 0.55 -3.95 0.35
O 4.55 -1.88 3.88 -0.57
S 4.18 -1.22 2.63 0.87
O 2.74 -0.83 2.46 -0.59
O 5.20 0.13 2.31 -0.43
C 4.73 1.08 1.36 0.48
C 5.79 1.17 0.30 -1.18
C 4.61 -2.25 1.18 -0.65
H 4.56 2.01 1.90 0.29
H 3.86 0.64 0.87 -0.11
H 5.73 0.42 -0.49 0.26
H 6.78 1.28 0.73 0.39
H 5.68 2.05 -0.33 0.20
H 5.64 -2.58 1.25 0.42
H 4.56 -1.53 0.36 0.11
H 4.00 -3.15 1.08 0.36
```

Values from the calculation:
Energy ... -173918.732 eV
Strongest force on any atom ... 0.121 hartree/bohr
LUMO ... -0.133 Eh
Total charge ... +1
Multiplicity ... 1
Energy relative to the best compared isomer or geometry (same formula, charge and spin) ... 611.3 kJ/mol



6 unconnected molecules or ions with the total composition C20H54N2O9 at a distorted geometry, computed with the ωB97M-V functional and the def2-TZVPD basis.

The geometry in XYZ format:
```
85
Properties=species:S:1:pos:R:3:mulliken_charge:R:1
C 33.21 2.26 -1.68 -0.67
O 31.81 2.28 -2.03 -0.32
C 31.07 2.19 -0.84 -0.87
C 30.96 3.43 0.04 1.09
N 30.28 3.01 1.27 -0.39
C 30.25 4.22 2.21 0.08
C 29.38 3.78 3.39 -1.06
O 29.80 3.16 4.29 -0.31
C 29.30 1.83 4.40 -0.73
H 33.80 2.32 -2.61 0.25
H 33.41 1.27 -1.28 0.42
H 33.64 3.08 -1.03 0.24
H 31.33 1.31 -0.22 0.46
H 30.08 1.82 -1.19 0.30
H 30.43 4.28 -0.45 -0.34
H 31.94 3.88 0.15 -0.51
H 29.32 2.76 1.07 0.34
H 29.90 5.17 1.78 -0.13
H 31.29 4.33 2.45 0.45
H 28.38 3.40 3.02 0.44
H 29.04 4.59 3.98 0.40
H 29.97 1.13 4.86 0.29
H 29.09 1.45 3.41 0.32
H 28.37 1.77 4.93 0.33
C 32.05 10.76 1.11 -0.14
O 31.74 10.96 2.48 -0.35
C 30.71 11.92 2.75 -0.67
C 30.28 11.88 4.21 -0.40
N 29.13 12.72 4.38 -0.33
C 29.16 13.18 5.83 -0.50
C 29.14 12.00 6.80 -0.56
O 28.62 12.10 7.94 -0.38
C 29.27 12.70 9.04 -0.68
H 31.42 10.05 0.64 -0.30
H 33.04 10.36 0.94 0.23
H 31.75 11.68 0.56 0.38
H 29.87 11.68 2.15 0.30
H 31.11 12.90 2.37 0.30
H 31.10 12.15 4.85 0.41
H 30.02 10.85 4.34 0.20
H 28.26 12.38 4.06 0.28
H 28.15 13.65 5.87 0.35
H 29.97 13.92 6.01 0.27
H 30.05 11.50 6.88 0.53
H 28.48 11.26 6.32 0.25
H 30.04 13.38 8.63 0.29
H 29.81 12.07 9.76 0.26
H 28.62 13.29 9.64 0.28
O 33.81 7.03 0.59 -0.55
C 33.80 6.11 -0.50 -0.60
C 32.55 6.41 -1.17 1.94
O 32.78 7.39 -2.08 -0.66
H 34.29 7.82 0.31 0.35
H 34.65 6.10 -1.19 0.30
H 33.57 5.00 -0.20 -0.08
H 31.74 6.65 -0.49 -0.30
H 32.22 5.48 -1.64 -0.73
H 32.10 7.27 -2.76 0.18
C 32.37 4.87 -4.28 -0.60
C 31.39 5.70 -4.80 -0.39
O 30.82 6.56 -3.81 -0.35
H 33.23 5.56 -4.12 0.28
H 32.74 4.12 -5.05 0.38
H 32.14 4.35 -3.41 -0.23
H 30.64 5.10 -5.26 0.40
H 31.84 6.28 -5.58 0.35
H 30.22 7.10 -4.30 0.23
C 30.80 11.25 -3.45 -1.65
C 30.83 9.87 -2.91 0.96
O 29.65 9.16 -2.98 -0.66
H 29.94 11.81 -3.14 0.41
H 30.89 11.24 -4.51 0.36
H 31.57 11.88 -3.01 0.37
H 31.01 9.89 -1.85 -0.35
H 31.71 9.32 -3.28 0.13
H 29.45 8.85 -2.11 0.41
C 28.97 6.68 -1.08 -1.17
C 29.10 7.45 0.13 -0.11
O 29.26 8.77 -0.17 -0.61
H 29.88 6.49 -1.68 -0.07
H 28.20 7.20 -1.67 0.54
H 28.69 5.69 -0.81 0.46
H 29.96 7.04 0.73 0.22
H 28.27 7.41 0.78 0.57
H 29.39 9.16 0.72 0.20
```

Values from the calculation:
Energy ... -43013.042 eV
Strongest force on any atom ... 0.350 hartree/bohr
LUMO ... 0.020 Eh
Multiplicity ... 1
Energy relative to the best compared isomer or geometry (same formula, charge and spin) ... 161.9 kJ/mol



7 unconnected molecules or ions with the total composition C20H54O7 at a distorted geometry, computed with the ωB97M-V functional and the def2-TZVPD basis.

The geometry in XYZ format:
```
81
Properties=species:S:1:pos:R:3:mulliken_charge:R:1
C 2.99 3.22 0.44 -1.29
C 2.88 2.42 -0.88 1.95
C 1.63 2.89 -1.67 -1.33
O 4.07 2.51 -1.61 -0.63
H 2.87 4.27 0.16 0.44
H 3.94 3.11 0.96 0.36
H 2.11 3.02 1.06 0.09
H 2.75 1.36 -0.65 -0.78
H 1.85 3.66 -2.39 0.45
H 0.87 3.27 -0.98 0.29
H 1.13 2.05 -2.15 0.14
H 4.03 1.86 -2.32 0.36
C -0.12 -3.09 -4.11 -1.78
C 0.40 -1.70 -3.97 0.69
C 0.19 -1.12 -2.53 -0.44
O 1.79 -1.86 -4.11 -0.57
H 0.36 -3.57 -4.97 0.47
H -1.18 -3.30 -4.24 0.32
H 0.21 -3.75 -3.30 0.53
H -0.01 -1.03 -4.74 0.22
H 0.34 -0.04 -2.43 -0.32
H 0.84 -1.58 -1.79 0.06
H -0.83 -1.32 -2.22 0.37
H 1.93 -2.67 -4.60 0.33
C 5.07 0.18 1.48 -1.32
C 3.65 -0.37 1.66 1.04
C 3.19 -1.26 0.45 -1.02
O 3.74 -1.09 2.93 -0.57
H 5.33 0.87 2.28 0.34
H 5.02 0.91 0.66 0.26
H 5.83 -0.60 1.40 0.40
H 2.93 0.45 1.67 -0.37
H 3.89 -2.04 0.15 0.48
H 3.02 -0.76 -0.51 0.24
H 2.29 -1.79 0.74 0.15
H 4.37 -1.73 2.60 0.39
C -2.62 -5.61 0.08 -1.47
C -1.48 -5.17 -0.87 0.78
C -0.13 -5.18 -0.22 -1.20
O -1.41 -6.01 -1.97 -0.57
H -2.66 -4.97 0.96 0.34
H -2.61 -6.66 0.38 0.35
H -3.62 -5.51 -0.34 0.38
H -1.71 -4.15 -1.18 0.11
H 0.71 -4.92 -0.86 0.30
H 0.10 -6.15 0.23 0.43
H -0.22 -4.51 0.64 0.21
H -1.20 -6.91 -1.70 0.35
C -5.05 3.70 -1.71 -1.40
C -4.19 3.08 -0.62 0.72
C -4.78 2.81 0.77 -1.16
O -3.85 1.83 -1.12 -0.57
H -5.08 4.79 -1.75 0.37
H -6.11 3.51 -1.55 0.32
H -4.85 3.35 -2.72 0.34
H -3.27 3.65 -0.51 0.22
H -5.79 2.41 0.69 0.33
H -4.75 3.76 1.29 0.34
H -4.30 2.07 1.41 0.26
H -3.20 1.37 -0.60 0.12
C -0.43 -1.12 1.35 -0.97
C -1.26 0.13 1.24 0.96
C -0.66 1.20 0.32 0.60
O -2.45 -0.11 0.53 -0.59
H 0.44 -0.80 1.92 0.32
H -0.04 -1.56 0.43 -0.15
H -0.85 -1.88 2.01 0.46
H -1.58 0.38 2.25 0.38
H -0.25 0.75 -0.58 -0.50
H 0.09 1.89 0.72 -0.61
H -1.45 1.84 -0.07 -0.05
H -3.10 -0.52 1.11 0.29
C 0.60 2.98 3.43 -0.59
C -0.21 2.77 4.74 -0.49
O -0.77 4.08 5.10 -0.52
H 1.09 2.03 3.18 0.03
H 1.35 3.69 3.77 0.32
H 0.18 3.49 2.56 0.39
H 0.43 2.46 5.56 0.29
H -0.98 2.01 4.81 0.28
H -1.43 4.32 4.44 0.29
```

Values from the calculation:
Energy ... -35945.372 eV
Strongest force on any atom ... 0.045 hartree/bohr
LUMO ... 0.015 Eh
Multiplicity ... 1
Energy relative to the best compared isomer or geometry (same formula, charge and spin) ... 183.2 kJ/mol